The following is a DFT calculation (the ωB97M-V functional and the def2-TZVPD basis) of an isolated molecule of H2S2.

Structure (XYZ):
```
4
Properties=species:S:1:pos:R:3:forces:R:3
S -1.067793 -0.508583 -0.004596 -1.205 1.016 0.521
S 0.339513 0.717248 0.915732 -0.217 -0.629 0.977
H -0.434237 -1.249392 -0.863930 1.152 -0.656 -0.479
H 1.162516 1.040727 -0.047207 0.270 0.268 -1.019
```
Positions in Å, forces in eV/Å.

The SMILES is SS. The gap between HOMO and LUMO is 9.086 eV. Its HOMO energy is -8.85 eV. The calculation puts the energy above the lowest of the compared OMol25 structures with the same formula, charge and spin at 0.2915 eV. As for the total charge: 0.


The following is a DFT calculation (the ωB97M-V functional and the def2-TZVPD basis) of a structure of composition C3H2FN.

Structure (XYZ):
```
7
Properties=species:S:1:pos:R:3:forces:R:3
C -0.432096 -0.851105 -0.070720 -2.557 -3.056 -3.198
C 0.556369 0.629634 0.694486 0.787 -0.684 0.143
C -0.229909 0.295121 -0.662366 1.090 1.390 2.032
N 0.356012 -0.531319 1.174884 -0.502 -0.054 -0.305
F -0.540038 0.964284 -1.735613 -0.130 -0.067 -0.426
H -1.008257 -1.735152 -0.585279 1.314 1.297 1.962
H 1.297919 1.228537 1.184609 -0.003 1.173 -0.207
```
Positions in Å, forces in eV/Å.

The gap between HOMO and LUMO is 9.069 eV. Its HOMO energy is -9.04 eV. The calculation puts the energy above the lowest of the compared OMol25 structures with the same formula, charge and spin at 3.4546 eV. As for the total charge: 0.